No. 1
Computed, not measured: an isolated molecule of C5H7NO, with wB97M-V/def2-TZVPD.

Cartesian coordinates (Å):
O1 -1.067 -0.940 -1.100
N1 -2.607 0.976 -1.203
C1 -1.529 0.528 -0.734
C2 0.415 -0.113 0.388
C3 1.822 0.097 0.890
C4 0.046 -1.173 -0.512
C5 -0.524 0.938 0.146
H1 -3.052 0.436 -1.933
H2 -0.057 -1.000 1.054
H3 2.336 -0.849 1.084
H4 2.393 0.666 0.152
H5 0.545 -2.134 -0.619
H6 -0.506 1.910 0.612
H7 1.797 0.674 1.816

The value obtained for the energy relative to the best compared isomer or geometry (same formula, charge and spin) is 3.417 eV. The LUMO energy comes out at 0.292 eV. The gap between HOMO and LUMO is 7.45 eV. Its charge is 0. As for the total energy: -324.598911 hartree.

Mulliken atomic charges, in units of e:
1. O -0.338
2. N -0.747
3. C 0.382
4. C 1.183
5. C -1.231
6. C -0.499
7. C -0.894
8. H 0.249
9. H 0.075
10. H 0.366
11. H 0.310
12. H 0.424
13. H 0.398
14. H 0.322


No. 2
Computed, not measured: a structure of composition C8H9N3 at a distorted geometry, with wB97M-V/def2-TZVPD.

Cartesian coordinates (Å):
N1 1.634 -0.746 -0.133
N2 3.553 1.077 0.101
N3 -1.725 -0.425 -0.158
C1 2.925 -1.167 0.020
C2 -2.619 0.708 -0.291
C3 0.467 -1.371 -0.050
C4 3.930 -0.190 0.097
C5 -3.924 0.232 0.245
C6 1.291 0.593 -0.174
C7 -0.476 -0.351 -0.179
C8 2.295 1.476 0.004
H1 -4.489 1.114 0.818
H2 -2.761 0.840 -1.408
H3 0.410 -2.371 -0.222
H4 -3.809 -0.565 1.037
H5 -2.322 1.481 0.357
H6 2.017 2.460 0.041
H7 -4.514 -0.110 -0.471
H8 4.900 -0.545 0.182
H9 3.216 -2.141 0.184

The value obtained for the energy relative to the best compared isomer or geometry (same formula, charge and spin) is 6.057 eV. The LUMO energy (spin up / spin down) comes out at -0.095 / -0.094 eV. The gap between HOMO and LUMO (spin up / spin down) is 7.11 / 7.12 eV. Its charge is 0. As for the total energy: -474.292371 hartree.

Mulliken atomic charges, in units of e:
1. N 0.244
2. N -0.633
3. N -0.466
4. C -0.097
5. C -0.194
6. C -0.667
7. C -0.281
8. C -1.141
9. C -0.045
10. C 0.530
11. C -0.376
12. H 0.276
13. H 0.236
14. H 0.400
15. H 0.319
16. H 0.321
17. H 0.406
18. H 0.350
19. H 0.395
20. H 0.423


No. 3
Computed, not measured: a cluster of 3 separate species, C2H7NO3 in total at a distorted geometry, with wB97M-V/def2-TZVPD.

Cartesian coordinates (Å):
O1 1.382 0.480 -0.255
O2 1.548 2.456 -1.346
O3 -0.979 -2.665 0.459
N1 -0.472 1.712 -0.566
C1 -0.078 -1.780 0.744
C2 0.847 1.634 -0.799
H1 -1.532 -0.491 0.656
H2 0.903 -1.982 0.329
H3 -0.956 2.518 -0.921
H4 2.321 0.502 -0.489
H5 -0.995 0.939 -0.140
H6 -0.158 -1.133 1.604
H7 -1.830 -2.190 0.724

The value obtained for the energy relative to the best compared isomer or geometry (same formula, charge and spin) is 4.523 eV. The LUMO energy comes out at -0.699 eV. The gap between HOMO and LUMO is 7.87 eV. Its charge is 0. As for the total energy: -360.747421 hartree.

Mulliken atomic charges, in units of e:
1. O -0.407
2. O -0.599
3. O -0.427
4. N -0.260
5. C -0.457
6. C 0.560
7. H -0.218
8. H 0.228
9. H 0.222
10. H 0.299
11. H 0.116
12. H 0.552
13. H 0.391


No. 4
Computed, not measured: a cluster of 2 separate species, C7H17N3 in total, with wB97M-V/def2-TZVPD.

Cartesian coordinates (Å):
N1 -2.706 2.195 2.021
N2 -0.808 1.516 0.830
N3 3.412 -0.650 -1.634
C1 -2.006 1.352 1.202
C2 0.548 -2.043 -0.091
C3 1.168 -1.307 -1.277
C4 -2.759 0.127 0.781
C5 0.154 -0.345 -1.904
C6 2.328 0.302 0.357
C7 2.405 -0.538 -0.885
H1 1.476 -2.033 -2.037
H2 -3.636 0.408 0.197
H3 0.181 -1.337 0.649
H4 -2.329 3.104 2.233
H5 -3.697 2.086 2.125
H6 4.221 -0.097 -1.351
H7 -0.703 -0.902 -2.277
H8 1.279 -2.700 0.377
H9 -3.090 -0.424 1.659
H10 -0.384 2.382 1.158
H11 -0.287 -2.654 -0.432
H12 -0.192 0.378 -1.169
H13 -2.119 -0.506 0.178
H14 1.354 0.779 0.443
H15 0.608 0.186 -2.738
H16 3.112 1.059 0.359
H17 2.469 -0.338 1.228

The value obtained for the energy relative to the best compared isomer or geometry (same formula, charge and spin) is 0.489 eV. The LUMO energy comes out at 0.737 eV. The gap between HOMO and LUMO is 9.84 eV. Its charge is 0. As for the total energy: -441.181077 hartree.

Mulliken atomic charges, in units of e:
1. N -0.431
2. N -0.464
3. N -0.747
4. C 0.585
5. C -1.566
6. C 0.753
7. C -1.010
8. C -1.256
9. C -0.797
10. C 0.542
11. H 0.267
12. H 0.371
13. H 0.231
14. H 0.209
15. H 0.198
16. H 0.250
17. H 0.375
18. H 0.373
19. H 0.320
20. H 0.093
21. H 0.443
22. H 0.081
23. H 0.101
24. H -0.035
25. H 0.404
26. H 0.453
27. H 0.259


No. 5
Computed, not measured: a structure of composition C4H5Br2ClN3 at a distorted geometry, with wB97M-V/def2-TZVPD.

Cartesian coordinates (Å):
Br1 -1.899 3.436 -0.273
Br2 -5.574 -1.233 -0.372
Cl1 -1.276 1.973 2.232
N1 -0.266 -0.323 0.234
N2 -0.697 0.902 -1.626
N3 -2.927 -0.621 0.641
C1 -1.214 1.888 0.509
C2 -0.762 0.867 -0.253
C3 -3.929 -0.776 0.148
C4 -0.006 -0.890 1.365
H1 0.349 -1.876 1.308
H2 -0.430 -0.624 2.424
H3 -0.205 -0.929 -0.516
H4 -0.645 1.729 -2.119
H5 -1.109 0.073 -2.037

The value obtained for the energy relative to the best compared isomer or geometry (same formula, charge and spin) is 0.868 eV. The LUMO energy (spin up / spin down) comes out at -5.351 / -5.352 eV. The gap between HOMO and LUMO (spin up / spin down) is 7.26 / 7.26 eV. Its charge is +1. As for the total energy: -5927.554671 hartree.

Mulliken atomic charges, in units of e:
1. Br -0.053
2. Br 0.122
3. Cl -0.123
4. N 0.029
5. N -0.460
6. N -0.224
7. C 0.195
8. C 0.277
9. C 0.144
10. C -0.075
11. H 0.302
12. H 0.258
13. H 0.196
14. H 0.218
15. H 0.195


No. 6
Computed, not measured: the ion C8H14ClN2S with charge +1 at a distorted geometry, with wB97M-V/def2-TZVPD.

Cartesian coordinates (Å):
Cl1 0.373 1.839 2.019
S1 3.491 -0.439 2.002
N1 2.520 0.412 0.870
N2 1.037 -0.828 2.134
C1 0.350 1.063 -0.977
C2 2.166 -1.207 2.727
C3 -1.905 0.249 -1.963
C4 0.285 -0.153 -0.039
C5 -0.430 0.683 -2.252
C6 -2.002 -0.856 -0.897
C7 1.081 0.229 1.207
C8 -1.180 -0.488 0.355
H1 0.103 -1.300 2.221
H2 -3.055 -0.888 -0.598
H3 2.719 1.413 0.875
H4 1.493 1.271 -1.082
H5 0.764 -1.051 -0.343
H6 -0.490 1.773 -2.810
H7 2.285 -1.905 3.645
H8 -2.443 0.084 -2.967
H9 -1.575 0.425 0.834
H10 -1.217 -1.325 1.096
H11 -0.084 1.920 -0.435
H12 0.020 -0.179 -2.730
H13 -1.798 -1.821 -1.318
H14 -2.506 1.077 -1.573

The value obtained for the energy relative to the best compared isomer or geometry (same formula, charge and spin) is 0.000 eV. The LUMO energy comes out at -5.126 eV. The gap between HOMO and LUMO is 8.47 eV. Its charge is +1. As for the total energy: -1280.822877 hartree.

Mulliken atomic charges, in units of e:
1. Cl -0.129
2. S 0.105
3. N -0.376
4. N 0.096
5. C -0.858
6. C 0.071
7. C -0.662
8. C 0.116
9. C -0.586
10. C -0.899
11. C 0.099
12. C -0.577
13. H 0.206
14. H 0.377
15. H 0.433
16. H 0.209
17. H 0.255
18. H 0.283
19. H 0.335
20. H 0.303
21. H 0.344
22. H 0.271
23. H 0.443
24. H 0.376
25. H 0.404
26. H 0.364